[1]
Molecular formula: H2N2O2
Method: DFT, the ωB97M-V functional and the def2-TZVPD basis

Each line ends with the natural charge from an NBO analysis.
CARTESIAN COORDINATES (ANGSTROEM)
O1 -0.193341 1.885114 0.259129  -0.3335
O2 1.040072 -0.663948 -0.177881  -0.9446
N1 -1.710045 0.217889 0.055868  -0.1094
N2 -0.965307 1.018287 0.247755  0.4422
H1 1.014487 -1.119260 -0.964868  0.4684
H2 0.814134 -1.338082 0.579997  0.4769

Forces on the atoms, in the same order (eV/Å):
O 1.1 1.3 0.7
O -0.3 -0.2 5.2
N -0.8 -0.8 0.6
N -0.6 -0.3 -1.2
H -0.1 -1.9 -2.7
H 0.7 1.9 -2.5

Properties
**ΔE to the lowest compared entry with this formula, charge and spin**: 14.1 kJ/mol
**SMILES**: N#[N+][O-].O
**Frontier orbital gap**: 12.3 eV
**Energy**: -261.1199 a.u.


[2]
Molecular formula: C8H23N3O7P2Pd
Method: DFT, the ωB97M-V functional and the def2-TZVPD basis

Each line ends with the natural charge from an NBO analysis.
CARTESIAN COORDINATES (ANGSTROEM)
Pd1 0.325599 0.411043 -0.037281  1.0169
P1 0.804673 -1.306350 -2.133895  2.3383
P2 2.271300 -1.127726 0.513777  2.3039
O1 0.938857 -1.351338 1.208748  -1.0315
O2 2.523894 0.356474 0.340158  -0.9983
O3 0.934527 -2.086030 -3.488407  -0.9782
O4 1.912791 -3.279915 -1.031933  -0.7336
O5 -0.448802 -1.928554 -1.372956  -1.0102
O6 0.530111 0.148358 -2.316025  -1.1296
O7 3.461965 -1.893290 1.198364  -0.9700
N1 0.061659 2.689462 -0.443641  -0.8186
N2 -1.974771 0.234878 0.069195  -0.7912
N3 -0.611757 1.773563 2.499107  -0.6985
C1 -1.392969 3.793101 1.275819  -0.4413
C2 -2.847614 1.412128 0.211608  -0.0672
C3 -1.788009 2.659796 2.217373  -0.0531
C4 -2.395371 2.562025 -0.699957  -0.4260
C5 -1.208177 3.393408 -0.194012  -0.0650
C6 3.566612 -1.681821 -1.878688  -0.6665
C7 2.259719 -1.926438 -1.175198  -0.4290
C8 -2.960776 1.847991 1.676565  -0.4413
H1 -0.377413 -2.877929 -1.217367  0.5463
H2 3.295517 -2.268853 2.063908  0.5413
H3 -0.264232 1.305501 1.579352  0.3988
H4 -2.093485 -0.156874 -0.866024  0.4295
H5 2.695391 -3.849817 -1.083596  0.5110
H6 -1.207646 4.332652 -0.767128  0.2380
H7 0.874496 -1.580629 -4.300449  0.5448
H8 -3.861086 1.130917 -0.106154  0.2394
H9 3.753599 -0.612310 -1.939239  0.2544
H10 -3.136520 0.978418 2.312214  0.2277
H11 0.851111 3.211481 -0.056244  0.4105
H12 3.550787 -2.101876 -2.885253  0.2496
H13 4.377766 -2.134315 -1.307382  0.2490
H14 -2.087729 3.101824 3.173835  0.2514
H15 -2.140481 2.155337 -1.679127  0.2354
H16 -0.862290 1.032615 3.166133  0.4481
H17 0.216111 2.635751 -1.453233  0.4285
H18 -3.845823 2.476490 1.765703  0.2697
H19 0.159947 2.319838 2.902682  0.4475
H20 -0.495703 4.293068 1.643595  0.2306
H21 -2.244952 -0.495888 0.730420  0.4127
H22 -3.246306 3.228593 -0.838825  0.2569
H23 -2.200131 4.529154 1.300952  0.2692

Forces on the atoms, in the same order (eV/Å):
Pd -0.5 1.2 2.0
P -0.2 -0.5 -1.1
P 1.0 -1.6 -0.5
O -1.0 0.8 -0.5
O -1.4 1.0 -0.5
O 0.1 -0.3 0.3
O 0.0 -0.6 0.2
O 0.0 0.0 -0.2
O 0.4 -0.1 0.1
O -0.1 0.4 -0.3
N 0.5 -1.0 -0.2
N 1.5 -0.2 -0.4
N 0.4 -0.4 -0.4
C 0.2 -0.2 -0.2
C -0.2 0.6 0.2
C -0.5 0.4 -0.1
C 0.2 -0.1 0.1
C -0.6 0.2 0.1
C 0.2 0.1 -0.3
C -0.5 0.8 0.5
C 0.2 -0.1 -0.1
H 0.0 -0.3 0.1
H 0.0 -0.2 0.5
H -0.3 0.6 1.5
H 0.0 -0.1 0.1
H -0.1 0.2 0.0
H 0.1 -0.2 0.1
H -0.1 0.3 -0.3
H 0.2 -0.1 0.0
H 0.1 0.1 -0.1
H -0.1 -0.1 0.1
H -0.1 -0.2 -0.1
H 0.0 0.0 0.1
H 0.0 0.0 0.0
H 0.2 -0.2 -0.1
H -0.1 0.0 -0.2
H 0.2 0.1 -0.2
H 0.1 0.0 0.1
H 0.0 0.0 0.0
H -0.1 -0.3 -0.1
H 0.0 0.2 0.1
H 0.2 0.0 -0.2
H 0.0 0.0 0.0
H 0.1 0.0 0.1

Properties
**Frontier orbital gap (spin up / spin down)**: 7.2 / 7.2 eV
**Energy**: -1819.8267 a.u.
**Total charge**: +2


[3]
Molecular formula: C3H8N2O
Method: DFT, the ωB97M-V functional and the def2-TZVPD basis

Each line ends with the natural charge from an NBO analysis.
CARTESIAN COORDINATES (ANGSTROEM)
O1 -0.501361 -2.098329 0.160735  -0.5823
N1 -0.906044 -0.566416 -1.624737  -0.8293
N2 0.186086 1.742279 0.592186  -0.3926
C1 1.630106 1.238664 0.276761  -0.4940
C2 -0.659442 -1.805731 -1.017918  0.5392
C3 -0.079758 1.370792 1.798776  -0.0807
H1 2.395856 2.093192 0.193049  0.2270
H2 -0.578775 0.284362 -1.170999  0.4019
H3 -0.582922 -0.501308 -2.576427  0.3757
H4 -0.915209 1.922562 2.248590  0.1730
H5 1.675446 0.991181 -0.884485  0.1879
H6 -0.565413 -2.482737 -1.794417  0.0927
H7 1.674221 0.332571 0.920499  0.2194
H8 0.601950 1.093421 2.660451  0.1621

Forces on the atoms, in the same order (eV/Å):
O -0.5 1.0 -1.5
N 0.8 0.2 1.0
N 2.4 -1.8 1.5
C -1.4 0.6 -3.2
C 0.5 2.0 1.7
C -0.1 3.4 0.6
H -1.1 -1.3 1.4
H -0.5 -0.2 0.7
H -0.3 -0.5 -0.3
H -0.7 -0.9 -0.4
H -0.4 -0.2 2.3
H 0.0 -2.3 -1.5
H 1.4 0.8 -0.7
H -0.1 -0.7 -1.6

Properties
**ΔE to the lowest compared entry with this formula, charge and spin**: 297.8 kJ/mol
**SMILES**: C=NC.NC=O
**Frontier orbital gap**: 11.0 eV
**Energy**: -303.7787 a.u.


[4]
Molecular formula: C15H28BFIO8
Method: DFT, the ωB97M-V functional and the def2-TZVPD basis

Each line ends with the natural charge from an NBO analysis.
CARTESIAN COORDINATES (ANGSTROEM)
I1 -2.237528 2.875961 -0.335175  0.0209
F1 0.685396 -1.307426 1.216186  -0.3952
O1 3.775086 1.047787 -0.250102  -0.7341
O2 3.698866 2.668963 1.369860  -0.7427
O3 1.498603 1.145581 -0.958375  -0.7273
O4 -5.649452 3.488019 -2.247706  -0.5002
O5 4.574400 -4.095496 2.381026  -0.5116
O6 0.295087 -2.075516 -0.826671  -0.6125
O7 -4.360253 4.978348 -3.215972  -0.5558
O8 4.057837 -3.389356 0.362008  -0.5392
C1 0.677265 2.841703 0.640939  -0.4457
C2 1.113101 -1.577090 -0.075800  0.9028
C3 4.331166 -4.933997 3.504534  -0.0670
C4 -6.314110 4.424761 -4.433247  -0.7431
C5 3.911648 -4.221729 1.204167  0.7933
C6 -6.898046 2.817417 -2.100354  -0.0667
C7 3.061959 -5.449054 0.958257  -0.7452
C8 -6.958135 1.553106 -2.932958  -0.6376
C9 2.506345 -1.256388 -0.384193  -0.8219
C10 -5.374137 4.344658 -3.249692  0.7948
C11 -1.065480 2.068097 2.347508  -0.6397
C12 3.205495 2.264938 0.110439  0.3647
C13 1.725818 1.839052 0.227334  0.0685
C14 5.117904 -6.227249 3.424191  -0.6356
C15 -0.641467 2.075939 0.880018  -0.2673
B1 2.715452 0.278439 -1.009096  0.6538
H1 2.215055 -5.151888 0.343925  0.2591
H2 -0.488026 1.052677 0.569159  0.2377
H3 6.182320 -6.013321 3.326284  0.2167
H4 3.655705 -6.184262 0.416431  0.2355
H5 4.960839 -6.828295 4.321186  0.2099
H6 -5.943180 3.768901 -5.219372  0.2441
H7 -6.313882 5.449652 -4.795708  0.2414
H8 0.515416 3.558552 -0.160565  0.2119
H9 -6.131020 0.893628 -2.671707  0.2315
H10 3.343160 3.021535 -0.661230  0.1319
H11 2.659560 -5.904318 1.860980  0.2085
H12 -7.345268 4.165208 -4.203433  0.2105
H13 -7.729108 3.494114 -2.310313  0.1665
H14 -7.897363 1.025761 -2.760621  0.2110
H15 -6.874587 1.768497 -3.998480  0.2039
H16 -0.809527 2.992983 2.855807  0.1992
H17 3.720834 1.849244 1.868131  0.4674
H18 4.827137 -6.820330 2.556979  0.2069
H19 0.992576 3.369465 1.533825  0.2115
H20 3.261513 -5.107591 3.634722  0.1743
H21 3.104008 0.214082 -2.172190  -0.1346
H22 3.081265 -1.326073 0.530028  0.2415
H23 -6.962904 2.560792 -1.044320  0.2011
H24 2.858031 -1.970276 -1.105317  0.2544
H25 -2.146732 1.977932 2.408835  0.2102
H26 1.755042 1.091213 1.048652  0.1260
H27 -0.672717 1.204821 2.876122  0.2182
H28 4.660654 -4.359749 4.369462  0.1937

Forces on the atoms, in the same order (eV/Å):
I 0.0 -0.1 0.0
F 0.3 0.2 -0.2
O 0.0 0.1 0.0
O 0.3 0.8 -0.3
O -0.2 0.0 0.3
O 0.1 0.1 0.3
O 0.1 0.3 0.1
O 1.0 0.8 1.5
O 0.1 0.1 0.1
O 0.5 -0.3 0.1
C -0.5 -0.3 -1.2
C -1.2 -1.2 -2.0
C 0.0 -0.2 0.1
C -0.4 0.2 0.2
C -0.1 -0.3 -0.2
C -0.1 -0.2 -0.1
C -0.4 0.1 0.3
C 0.1 0.0 -0.1
C -0.5 0.7 1.0
C -0.1 -0.1 -0.3
C -0.8 0.0 -0.2
C -1.0 -1.5 0.7
C 0.5 0.0 0.6
C 0.0 -0.1 -0.1
C 0.5 0.3 0.7
B 0.5 0.4 -1.2
H 0.1 0.0 -0.1
H -0.3 -0.1 -0.5
H 0.0 0.0 0.1
H 0.0 0.0 0.0
H 0.0 0.0 0.0
H 0.0 0.0 0.0
H 0.2 0.0 -0.1
H 0.2 0.2 0.0
H 0.0 0.0 0.1
H 0.3 0.5 0.2
H 0.1 -0.1 0.0
H 0.0 -0.2 0.0
H 0.0 0.0 -0.1
H 0.0 0.0 0.0
H -0.1 0.0 0.0
H 0.2 0.1 0.1
H 0.1 -0.2 0.1
H -0.1 0.0 0.0
H 0.1 0.1 0.2
H 0.0 0.0 0.0
H -0.2 -0.3 -0.1
H 0.2 0.0 0.1
H 0.1 0.1 0.0
H 0.0 -0.2 -0.2
H -0.1 -0.1 0.1
H 0.1 0.1 0.2
H 0.4 0.0 0.1
H 0.0 0.1 -0.1

Properties
**Frontier orbital gap**: 6.8 eV
**Energy**: -1612.8127 a.u.
**Total charge**: -1


[5]
Molecular formula: C5H14NO2
Method: DFT, the ωB97M-V functional and the def2-TZVPD basis

Each line ends with the natural charge from an NBO analysis.
CARTESIAN COORDINATES (ANGSTROEM)
O1 0.364492 -0.716382 1.637384  -0.9187
O2 -0.436554 1.010611 3.194313  -1.0854
N1 0.475938 -1.230945 -1.375860  -0.6367
C1 0.045453 -2.374774 -0.556573  -0.4117
C2 1.176945 -0.076906 0.726043  -0.0573
C3 -0.841243 0.745554 -0.481671  -0.4313
C4 0.504802 0.062748 -0.676858  -0.0754
C5 -0.829669 2.054127 -1.303656  -0.5921
H1 -0.054089 0.194275 2.531703  0.4911
H2 0.197051 -3.318568 -1.098920  0.1536
H3 1.436902 -1.415365 -1.660515  0.3296
H4 -1.245773 0.559087 3.462240  0.4260
H5 1.243900 0.650779 -1.230087  0.1633
H6 -1.656349 2.714859 -1.034944  0.1889
H7 0.112012 2.574492 -1.121031  0.1906
H8 -1.010939 -2.230505 -0.435776  0.1881
H9 2.170788 -0.568004 0.633518  0.1088
H10 -1.070705 0.832378 0.580772  0.2528
H11 -1.719295 0.201400 -0.858450  0.1878
H12 -0.871800 1.861046 -2.378645  0.1872
H13 0.620324 -2.487569 0.358466  0.2106
H14 1.387807 0.957663 1.088546  0.1300

Forces on the atoms, in the same order (eV/Å):
O 0.3 0.0 0.0
O -0.2 -0.6 -0.1
N 0.3 -0.4 -0.6
C 0.6 -0.2 -0.9
C -0.8 0.3 0.8
C -0.6 0.4 -1.2
C 1.0 -1.2 1.4
C 0.0 0.1 0.7
H 0.2 0.4 0.0
H -0.1 0.2 -0.4
H -0.2 0.1 0.0
H 0.0 0.3 0.2
H -0.5 0.4 -0.4
H 0.0 0.1 -0.1
H -0.1 0.2 0.1
H -0.5 -0.2 0.8
H 0.0 0.0 -0.3
H 0.4 0.5 0.0
H 0.5 -0.5 -0.1
H -0.1 -0.2 0.1
H -0.5 0.2 0.4
H 0.2 0.0 -0.2

Properties
**ΔE to the lowest compared entry with this formula, charge and spin**: 66.5 kJ/mol
**Frontier orbital gap**: 7.4 eV
**Energy**: -404.1292 a.u.
**Total charge**: -1


[6]
Molecular formula: C14H41F6N5O9S2
Method: DFT, the ωB97M-V functional and the def2-TZVPD basis

Each line ends with the Löwdin charge.
CARTESIAN COORDINATES (ANGSTROEM)
S1 -3.774147 -0.783202 -1.558091  0.5714
S2 -4.175249 1.825473 -1.601873  0.5951
F1 -3.132576 -2.363220 -3.560229  0.1400
F2 -2.283704 3.603570 -2.022721  0.1365
F3 -2.771832 -0.258845 -3.951265  0.1638
F4 -4.127149 4.362590 -1.175351  0.1649
F5 -2.713930 3.329399 0.087022  0.0899
F6 -1.454916 -1.371336 -2.613280  0.1002
O1 -0.563647 -2.938252 0.488063  -0.0472
O2 -5.286735 1.840577 -0.693050  -0.2816
O3 3.342783 0.050500 -3.368691  -0.1956
O4 -3.454213 -1.755330 -0.567600  -0.2813
O5 -4.475516 1.977245 -2.986156  -0.2534
O6 -5.117627 -0.760916 -2.014568  -0.2498
O7 -4.534810 -0.422079 3.103940  -0.1849
O8 -0.424060 2.341499 1.153674  -0.0539
O9 4.049321 -1.695804 2.762994  -0.1846
N1 -0.671273 -0.092717 -0.100655  0.2380
N2 -3.125791 0.664691 -1.175470  -0.3215
N3 2.230381 -0.368970 0.936142  0.0788
N4 1.395810 1.347698 -1.690333  0.0440
N5 -0.942739 -0.977407 2.848392  0.0503
C1 2.729077 -2.155356 -0.696907  -0.0592
C2 1.901814 3.458949 -2.828617  -0.0538
C3 -3.306496 -0.639515 2.461352  -0.2360
C4 5.309002 -1.762132 3.367966  -0.1212
C5 -3.265451 3.365201 -1.153005  -0.6588
C6 -2.730590 -1.201814 -3.034786  -0.6633
C7 2.730249 -1.758088 0.783452  -0.4107
C8 -5.559378 -0.126136 2.174253  -0.0820
C9 4.549356 -0.469734 -3.828417  -0.1303
C10 4.122457 -1.897614 1.372699  -0.2346
C11 -2.163473 0.424601 4.457451  -0.0477
C12 3.360172 1.452325 -3.198293  -0.2194
C13 1.959144 1.929545 -2.932267  -0.4157
C14 -2.219703 -0.760552 3.493326  -0.4401
H1 2.653137 3.759723 -2.086472  0.0811
H2 0.195522 -3.472167 0.232290  0.0539
H3 -1.646827 1.279571 4.007799  0.0692
H4 5.154122 -1.679483 4.443690  0.0908
H5 4.356664 -1.459373 -4.257050  0.0920
H6 0.917014 3.806215 -2.538112  0.0738
H7 5.978962 -0.984099 2.987341  0.0898
H8 3.478766 -1.593371 -1.253661  0.0661
H9 -0.376192 0.527578 0.662427  0.0506
H10 5.288691 -0.614302 -3.030887  0.0868
H11 4.011909 1.738223 -2.354297  0.1376
H12 1.947100 0.512343 -1.481905  0.0370
H13 3.771272 1.936006 -4.096523  0.1294
H14 -0.193056 -1.066843 3.526087  0.0820
H15 -3.364112 -1.581219 1.885681  0.1153
H16 4.528392 -2.898130 1.161366  0.1328
H17 4.845910 -1.185938 0.938335  0.1333
H18 4.979275 0.114547 -4.650449  0.0888
H19 2.240323 3.910007 -3.762999  0.0797
H20 -1.319952 -3.533923 0.434822  0.0742
H21 -5.605021 -0.898243 1.396513  0.0901
H22 -2.547111 -1.598947 4.133800  0.1428
H23 -0.589044 -1.082873 0.129077  0.0555
H24 2.150903 -2.520019 1.320228  0.1308
H25 -0.895630 -1.820490 2.283551  0.0418
H26 -6.492874 -0.137561 2.730282  0.0898
H27 1.446255 -0.366822 1.581336  0.0522
H28 -0.196281 0.269207 -0.949784  0.0822
H29 -5.383098 0.839258 1.692871  0.0778
H30 -0.272034 2.988717 1.847611  0.0619
H31 2.870393 -3.230614 -0.836028  0.0828
H32 -1.503298 0.150281 5.289333  0.0754
H33 -1.632830 0.215360 -0.414747  0.0449
H34 1.748574 -1.925708 -1.121287  0.0665
H35 1.645087 1.925530 -0.886417  0.0703
H36 -3.148358 0.132004 1.687161  0.1161
H37 2.970086 0.158011 1.387398  0.0795
H38 1.291262 1.619542 -3.741043  0.1412
H39 5.815103 -2.729161 3.225052  0.0903
H40 -1.361675 2.423440 0.933345  0.0210
H41 -3.161891 0.658882 4.805164  0.0763

Forces on the atoms, in the same order (eV/Å):
S 0.3 0.3 -0.2
S -1.3 0.4 1.1
F 0.0 0.2 0.0
F 0.1 0.1 0.1
F 0.1 0.0 -0.1
F 0.0 0.1 -0.1
F -0.4 0.0 -0.2
F -0.1 0.2 -0.2
O 0.1 -0.2 0.0
O 0.2 0.2 0.2
O -0.4 0.2 0.1
O 0.9 -0.4 0.5
O 0.6 -0.1 -0.4
O -0.4 0.3 -0.4
O 0.0 0.1 0.2
O 0.1 0.0 0.1
O -0.2 -0.1 -0.1
N -0.7 1.6 -1.0
N -1.0 -0.4 -0.9
N 0.1 -0.7 0.2
N 0.8 -0.4 0.2
N 0.8 0.0 -0.3
C -0.4 0.0 0.2
C 1.1 -0.5 -0.1
C -0.4 -0.3 -0.8
C 0.3 -0.3 0.5
C 0.5 -0.2 -0.1
C 0.0 -0.6 0.5
C 0.5 -0.2 -0.5
C 0.1 -0.3 0.0
C 0.4 -0.8 -0.5
C 0.3 -0.2 -0.1
C 1.0 -0.2 -0.3
C 0.3 0.1 -0.1
C -1.1 0.6 0.4
C -0.5 0.1 0.9
H -0.3 0.2 0.1
H 0.0 0.0 0.0
H -0.5 0.1 -0.2
H 0.1 0.3 -0.1
H -0.1 0.1 0.2
H -0.1 0.1 -0.1
H 0.0 0.1 0.1
H 0.0 -0.1 -0.1
H -0.1 -0.3 0.1
H 0.0 0.3 0.0
H 0.0 -0.1 0.0
H -0.3 -0.2 -0.1
H -0.1 0.0 0.0
H -0.1 0.1 0.1
H 0.1 0.1 0.1
H -0.1 0.0 0.0
H -0.2 0.1 -0.1
H 0.0 0.2 0.2
H -0.3 0.1 -0.1
H -0.2 0.2 -0.1
H 0.0 0.1 0.0
H 0.2 -0.1 -0.2
H -0.1 0.0 -0.3
H -0.4 0.5 0.2
H -0.3 0.0 0.1
H -0.1 0.2 -0.1
H 0.1 0.1 0.1
H 1.0 -0.6 0.3
H -0.1 0.0 0.0
H 0.0 0.0 0.1
H 0.3 0.1 0.0
H -0.3 0.0 0.2
H 0.1 -0.6 0.9
H 0.1 0.1 -0.1
H -0.2 0.2 -0.2
H 0.3 0.2 0.3
H -0.2 0.2 0.1
H 0.2 -0.1 -0.1
H -0.2 0.0 -0.3
H 0.2 0.1 0.1
H 0.0 0.2 0.1

Properties
**Frontier orbital gap**: 9.3 eV
**Energy**: -2904.4740 a.u.